19
Properties=species:S:1:pos:R:3:nbo_charge:R:1 method="wB97M-V/def2-TZVPD" homo_energy_ev=-8.1 total_charge=0 largest_force_ev_per_a=0.42
C 2.681 0.698 0.028 -0.621
C 1.737 -0.466 -0.193 -0.058
O 0.495 -0.164 0.404 -0.550
C -0.420 -1.225 0.292 -0.049
C -1.822 -0.728 0.707 -0.585
C -2.332 -0.137 -0.562 0.182
C -2.030 1.307 -0.652 -0.793
H 2.847 0.859 1.098 0.213
H 2.261 1.613 -0.401 0.213
H 3.646 0.498 -0.450 0.213
H 2.151 -1.390 0.247 0.161
H 1.590 -0.650 -1.270 0.163
H -0.122 -2.066 0.937 0.184
H -1.677 -0.043 1.559 0.203
H -2.409 -1.599 1.021 0.223
H -0.446 -1.601 -0.745 0.184
H -1.855 1.641 -1.681 0.234
H -3.016 1.733 -0.378 0.274
H -1.280 1.718 0.040 0.207

19
Properties=species:S:1:pos:R:3:nbo_charge:R:1 method="wB97M-V/def2-TZVPD" homo_energy_ev=-9.4 total_charge=0 smiles=CC[C@@]1(C)C[C@H]1O largest_force_ev_per_a=0.37
C -0.990 -0.458 1.918 -0.607
C 0.281 -0.293 1.090 -0.390
C 0.019 0.039 -0.372 -0.079
C -0.984 -0.839 -1.091 -0.601
C 0.097 1.489 -0.793 -0.441
C 1.194 0.545 -1.167 0.084
O 2.425 0.753 -0.540 -0.702
H -1.566 -1.334 1.602 0.202
H -1.642 0.416 1.822 0.205
H -0.749 -0.597 2.978 0.211
H 0.863 -1.225 1.144 0.192
H 0.907 0.491 1.521 0.219
H -0.753 -1.903 -0.960 0.207
H -1.999 -0.669 -0.713 0.211
H -0.993 -0.625 -2.167 0.210
H 0.337 2.216 -0.023 0.225
H -0.562 1.856 -1.578 0.215
H 1.259 0.244 -2.217 0.169
H 2.858 -0.106 -0.453 0.469

What did the first record say?
19
Properties=species:S:1:pos:R:3:nbo_charge:R:1 method="wB97M-V/def2-TZVPD" homo_energy_ev=-8.1 total_charge=0 largest_force_ev_per_a=0.42
C 2.681 0.698 0.028 -0.621
C 1.737 -0.466 -0.193 -0.058
O 0.495 -0.164 0.404 -0.550
C -0.420 -1.225 0.292 -0.049
C -1.822 -0.728 0.707 -0.585
C -2.332 -0.137 -0.562 0.182
C -2.030 1.307 -0.652 -0.793
H 2.847 0.859 1.098 0.213
H 2.261 1.613 -0.401 0.213
H 3.646 0.498 -0.450 0.213
H 2.151 -1.390 0.247 0.161
H 1.590 -0.650 -1.270 0.163
H -0.122 -2.066 0.937 0.184
H -1.677 -0.043 1.559 0.203
H -2.409 -1.599 1.021 0.223
H -0.446 -1.601 -0.745 0.184
H -1.855 1.641 -1.681 0.234
H -3.016 1.733 -0.378 0.274
H -1.280 1.718 0.040 0.207